Computed, not measured: C35H40FN6O8RuSe3Te as an isolated structure in a non-equilibrium geometry, with ωB97M-V/def2-TZVPD.

Structure (XYZ):
```
95
Properties=species:S:1:pos:R:3:forces:R:3
Ru 0.50467 -0.09921 0.90403 -0.36 -1.08 0.14
Se 1.91295 -2.03143 0.62278 0.28 -0.20 -0.10
Se 3.93312 -0.71325 -0.28794 -0.10 -0.02 0.16
C 3.53787 0.63199 1.00575 -0.06 0.15 0.00
C 4.60720 1.27813 1.61687 0.01 -0.06 -0.08
C 4.36575 2.25783 2.56242 0.13 -0.01 0.05
C 3.06470 2.57763 2.88617 -0.09 0.02 0.02
C 2.04266 1.91580 2.23919 0.16 0.04 -0.06
N 2.26854 0.96828 1.31653 -0.11 0.08 -0.06
C 1.64728 -2.88594 -1.11565 0.05 0.15 0.07
C 2.74782 -3.46884 -1.73743 0.05 0.00 0.02
C 2.55362 -4.06895 -2.96784 -0.04 0.00 0.00
C 1.28059 -4.07093 -3.52281 -0.06 0.01 0.00
C 0.25069 -3.48354 -2.80402 0.10 0.03 -0.05
N 0.43477 -2.91147 -1.61909 -0.07 0.11 0.00
H 5.61403 0.99269 1.34789 -0.01 0.02 0.01
H 5.19701 2.75709 3.04471 0.01 0.00 -0.02
H 2.81632 3.29998 3.64884 0.00 0.02 0.00
H 1.00620 2.13981 2.44575 -0.01 0.03 0.04
H 3.72370 -3.43754 -1.27055 0.00 -0.01 0.00
H 3.38649 -4.52448 -3.48945 0.00 0.00 -0.01
H 1.08772 -4.51662 -4.48987 0.00 0.00 0.00
H -0.76604 -3.46461 -3.18219 -0.01 -0.01 0.00
C -2.24678 3.34499 3.98710 0.03 0.00 0.02
C -2.30924 2.90611 2.52661 -0.04 0.02 -0.02
C -2.21275 4.11285 1.59772 0.02 -0.05 -0.03
C -3.62046 2.14418 2.28546 0.02 -0.02 0.02
N -1.12249 2.04730 2.35212 -0.25 -0.18 0.29
N -1.15338 1.23812 1.17506 0.39 0.26 0.06
H -3.03955 4.06690 4.19983 0.00 -0.01 0.01
H -1.27833 3.80406 4.19446 -0.02 0.01 -0.01
H -2.34883 2.48259 4.64915 0.00 0.00 0.00
H -3.09847 4.74651 1.70695 0.00 0.00 0.01
H -2.12002 3.81769 0.54935 -0.01 0.02 0.03
H -1.32625 4.69664 1.85207 0.01 0.01 -0.01
H -4.47263 2.75854 2.58577 0.00 0.00 0.00
H -3.62971 1.22308 2.87579 -0.01 0.00 0.00
H -3.75715 1.89593 1.22932 -0.01 0.01 0.00
H -1.13781 1.37055 3.13371 0.03 0.08 -0.17
H -1.12113 1.84881 0.35254 -0.01 0.04 0.07
H -2.00075 0.66985 1.15596 0.05 0.02 -0.09
C -0.61415 0.14854 -3.82876 -0.03 -0.01 0.04
C 0.66860 0.47524 -3.41131 0.03 0.00 0.05
C 1.00863 0.41083 -2.06330 0.07 0.01 -0.02
C 0.09163 0.01271 -1.08882 -0.06 0.09 0.07
C -1.19999 -0.28794 -1.53734 -0.02 -0.09 0.03
C -1.55295 -0.22968 -2.87727 0.03 -0.01 -0.04
H -0.88448 0.20790 -4.87713 0.00 0.00 -0.01
H 1.41681 0.80300 -4.12388 0.00 0.00 -0.01
H 2.02015 0.67614 -1.77334 -0.09 -0.02 -0.02
H -1.94810 -0.62851 -0.82859 0.05 0.05 -0.06
H -2.56620 -0.47861 -3.17599 0.00 0.00 0.00
F 4.56431 4.87057 1.07784 0.02 0.04 0.02
C 4.22634 4.24845 -0.06708 0.02 0.03 -0.01
C 2.98714 4.34448 -0.56311 -0.06 -0.01 -0.05
N 2.62482 3.79210 -1.76580 -0.01 0.02 0.01
C 1.22369 3.89386 -2.18826 0.13 0.06 -0.07
C 0.24788 3.35142 -1.12085 -0.05 -0.12 -0.12
O -0.95209 3.38793 -1.44782 0.02 0.01 0.09
O 0.77498 2.93077 -0.07247 -0.20 0.14 0.14
C 3.51120 3.02965 -2.48643 0.00 -0.01 -0.06
O 3.26906 2.51784 -3.56409 0.02 0.04 0.05
N 4.76215 2.89675 -1.90037 -0.03 0.02 0.07
C 5.24525 3.46999 -0.72913 0.02 -0.03 -0.11
O 6.39837 3.31114 -0.37234 0.00 0.00 0.02
H 2.21172 4.87762 -0.03485 0.01 0.01 -0.01
H 1.10746 3.31303 -3.09750 0.01 -0.01 -0.01
H 0.97968 4.93630 -2.40203 0.03 0.01 -0.03
H 5.39448 2.28483 -2.39228 0.03 0.00 -0.03
O -1.40068 -0.10845 4.26188 0.07 0.06 -0.05
Se 0.21129 -0.31327 4.53304 0.03 0.05 0.03
O 0.52802 -1.57469 5.50125 -0.04 0.12 -0.07
O 0.88400 -0.67998 3.01439 0.03 -0.05 -0.15
O 0.88972 1.09050 5.01067 -0.06 -0.11 -0.02
C -4.82299 -5.63210 -2.18984 0.01 0.00 0.00
C -3.84197 -4.91054 -1.30369 0.07 0.00 0.03
C -4.19314 -3.74847 -0.63393 0.00 0.03 -0.02
C -3.29250 -3.06748 0.18349 -0.13 0.12 0.00
C -3.78288 -1.82515 0.89468 0.04 -0.07 -0.11
C -1.98740 -3.55552 0.33664 0.14 0.08 0.03
Te -0.67815 -2.53054 1.70709 -0.06 0.31 -0.02
C -1.63374 -4.75394 -0.29574 0.07 -0.12 -0.07
C -0.28968 -5.42167 -0.12292 -0.06 -0.02 0.03
C -2.55772 -5.40147 -1.11204 -0.05 0.03 -0.02
H -5.75564 -5.07383 -2.27693 0.00 0.00 0.00
H -5.06018 -6.62242 -1.79322 0.00 0.00 -0.01
H -4.41905 -5.77143 -3.19502 0.00 0.00 -0.01
H -5.19918 -3.35425 -0.74544 0.00 0.00 -0.01
H -4.86241 -1.72296 0.77482 -0.01 0.00 0.01
H -3.32120 -0.92152 0.48711 -0.04 -0.08 0.06
H -3.54508 -1.84924 1.95765 0.00 0.02 0.05
H 0.39485 -4.80906 0.45836 -0.01 -0.03 -0.01
H 0.16782 -5.62977 -1.09414 -0.01 -0.01 0.05
H -0.41104 -6.37420 0.39916 -0.01 -0.02 0.01
H -2.25937 -6.32201 -1.60810 0.00 -0.01 -0.01
```
Forces are in eV/Å.

- Strongest force on any atom: 1.1 eV/A
- Charge: -2
- LUMO energy (spin up / spin down): 3.838 / 3.838 eV
- Relative energy (zero: lowest compared OMol25 entry of this formula, charge and spin): 0.0 kJ/mol
- HOMO-LUMO gap (spin up / spin down): 6.34 / 6.32 eV
- 2S+1: 2